# 1
C2H4EuLiO | the ωB97M-V functional and the def2-TZVPD basis

Output
- Charge: +1
- Multiplicity: 8
- Energy above the lowest of the compared OMol25 structures with the same formula, charge and spin: 3.102 eV

Last column: Mulliken spin population.
Cartesian coordinates (Å):
C -0.383 -1.186 0.040  -0.02
H -0.939 -2.118 0.180  0.00
C 0.990 -1.323 0.036  0.00
H 1.460 -2.055 0.692  0.00
H 1.571 -0.975 -0.831  0.00
O -1.009 -0.082 -0.426  -0.02
Li -2.841 0.182 -0.578  0.00
Eu 0.623 1.337 0.115  7.04
H -2.920 -1.581 0.064  0.00

# 2
C27H12F5N6OS5Tl | the ωB97M-V functional and the def2-TZVPD basis

Output
- Energy above the lowest of the compared OMol25 structures with the same formula, charge and spin: 0.000 eV

Last column: Löwdin charge in e.
Cartesian coordinates (Å):
Tl -0.470 0.384 -1.847  0.40
C 4.150 -0.700 -1.889  -0.08
C 2.922 -0.134 -2.197  -0.07
N 2.046 0.153 -1.246  0.06
C 2.375 -0.103 0.018  -0.19
C 3.605 -0.682 0.307  -0.05
N 4.491 -0.983 -0.638  0.10
C 1.376 0.231 1.087  -0.18
C 1.724 0.236 2.430  0.06
C 0.754 0.518 3.380  -0.13
C -0.534 0.793 2.943  0.06
C -0.804 0.794 1.583  -0.17
N 0.140 0.522 0.686  0.08
C -2.167 1.127 1.051  -0.17
C -3.226 1.486 1.878  -0.05
N -4.421 1.821 1.403  0.10
C -4.565 1.810 0.084  -0.09
C -3.525 1.448 -0.758  -0.08
N -2.345 1.099 -0.268  0.04
C 1.082 0.533 4.828  -0.17
C 0.203 0.008 5.765  -0.01
C 0.552 0.042 7.105  -0.13
N 1.692 0.561 7.559  0.07
C 2.528 1.065 6.653  -0.13
C 2.275 1.073 5.290  -0.01
H 4.863 -0.936 -2.669  0.12
H 2.641 0.097 -3.220  0.12
H 3.889 -0.928 1.322  0.11
H 2.733 0.014 2.746  0.12
H -1.299 1.031 3.666  0.11
H -3.119 1.513 2.954  0.11
H -5.529 2.096 -0.318  0.12
H -3.637 1.442 -1.836  0.12
H -0.730 -0.451 5.461  0.12
H -0.118 -0.372 7.851  0.11
H 3.450 1.490 7.035  0.11
H 2.989 1.521 4.609  0.12
F -3.609 -4.869 -5.258  0.14
C -2.918 -4.202 -4.339  -0.14
C -3.328 -2.947 -3.935  -0.14
F -4.422 -2.398 -4.462  0.13
C -2.602 -2.272 -2.974  -0.24
F -3.055 -1.056 -2.614  0.03
C -1.460 -2.790 -2.385  -0.50
S -0.531 -1.969 -1.121  0.68
C -1.074 -4.053 -2.820  -0.24
F 0.017 -4.632 -2.312  0.09
C -1.785 -4.758 -3.775  -0.14
F -1.383 -5.968 -4.158  0.13
O 3.700 3.632 -5.480  -0.06
C 2.696 3.295 -4.911  -1.03
S 1.510 2.167 -5.584  0.95
C 0.369 2.234 -4.250  -1.20
C 0.706 3.017 -3.196  -1.19
S -0.113 2.959 -1.686  0.55
S 2.221 3.888 -3.310  0.96
S -0.931 1.105 -4.233  0.55

# 3
C25H43Cl2FO6 | the ωB97M-V functional and the def2-TZVPD basis

Output
- Structure (SMILES): Fc1ccccc1.CC(C)=O.CC(C)=O.CC(C)=O.CC(C)=O.CC(C)=O.CC(C)=O.ClCCl
- Energy above the lowest of the compared OMol25 structures with the same formula, charge and spin: 2.531 eV

Last column: Löwdin charge in e.
Cartesian coordinates (Å):
F 18.275 20.190 32.732  0.02
C 18.550 19.449 31.594  -0.26
C 19.110 18.237 31.793  -0.05
C 19.410 17.382 30.745  -0.06
C 19.256 17.952 29.456  -0.10
C 18.889 19.279 29.273  -0.09
C 18.613 20.129 30.364  0.01
H 19.281 17.834 32.780  0.12
H 19.523 16.321 30.910  0.10
H 19.475 17.395 28.558  0.09
H 18.829 19.636 28.255  0.10
H 18.269 21.149 30.280  0.11
C 20.449 17.269 11.106  -0.03
C 19.889 16.659 12.442  -0.44
C 19.301 17.687 13.447  -0.03
O 19.698 15.466 12.565  0.06
H 21.076 18.156 11.016  0.07
H 19.744 17.241 10.275  0.08
H 21.181 16.510 10.829  0.07
H 18.947 18.612 12.991  0.08
H 20.068 17.970 14.168  0.08
H 18.577 17.168 14.075  0.08
C 17.485 23.897 20.771  -0.03
C 16.593 23.991 21.903  -0.55
C 15.507 25.038 21.902  -0.02
O 16.790 23.380 22.914  0.08
H 16.904 23.666 19.878  0.09
H 18.111 23.013 20.891  0.09
H 18.093 24.795 20.669  0.10
H 16.045 25.983 21.985  0.09
H 14.995 24.897 22.854  0.08
H 14.775 25.145 21.101  0.08
C 24.570 11.528 23.166  -0.01
C 23.831 12.448 24.182  -0.46
C 24.026 13.918 23.964  -0.04
O 23.065 12.091 25.086  0.04
H 25.497 12.060 22.952  0.07
H 23.889 11.530 22.315  0.09
H 24.831 10.551 23.574  0.08
H 23.132 14.386 23.553  0.09
H 24.812 14.285 23.304  0.07
H 24.229 14.304 24.963  0.09
C 9.473 19.171 18.464  -0.04
C 9.997 20.551 18.424  -0.49
C 10.262 21.178 17.043  -0.02
O 10.274 21.168 19.437  0.06
H 10.300 18.516 18.189  0.09
H 8.575 18.936 17.894  0.09
H 9.335 18.783 19.473  0.08
H 9.519 21.962 16.902  0.08
H 10.136 20.562 16.152  0.07
H 11.246 21.646 17.014  0.08
C 16.658 16.314 21.843  -0.03
C 16.611 16.479 20.354  -0.53
C 15.902 15.457 19.527  -0.02
O 17.118 17.437 19.844  0.07
H 15.655 16.346 22.270  0.09
H 17.313 17.078 22.262  0.08
H 17.136 15.370 22.103  0.08
H 16.601 14.634 19.377  0.09
H 15.701 15.886 18.545  0.09
H 15.038 15.047 20.049  0.08
C 21.020 9.528 16.989  -0.04
C 20.571 8.129 17.048  -0.48
C 21.334 7.020 16.328  -0.02
O 19.616 7.847 17.787  0.03
H 20.455 10.124 17.707  0.09
H 20.819 9.875 15.976  0.09
H 22.086 9.657 17.176  0.09
H 22.263 7.414 15.916  0.07
H 20.701 6.675 15.510  0.08
H 21.609 6.183 16.970  0.08
Cl 16.660 10.886 28.092  0.46
C 15.407 11.894 27.246  -0.95
Cl 14.285 12.810 28.371  0.44
H 15.930 12.569 26.570  0.02
H 14.798 11.260 26.602  0.02

# 4
C35H23AsCl2NO3PtS4 | the ωB97M-V functional and the def2-TZVPD basis

Output
- Charge: -1
- Energy above the lowest of the compared OMol25 structures with the same formula, charge and spin: 0.085 eV

Last column: Löwdin charge in e.
Cartesian coordinates (Å):
Pt -2.151 -0.433 -1.563  0.57
O -8.583 1.056 -3.156  -0.09
C -7.441 0.793 -2.876  -1.04
S -6.204 2.008 -2.521  0.94
C -4.907 0.886 -2.166  -1.16
C -5.188 -0.418 -2.258  -1.17
S -4.018 -1.651 -1.863  0.45
S -6.818 -0.857 -2.718  0.94
S -3.348 1.482 -1.649  0.46
C -2.844 -0.578 6.634  -0.11
C -3.336 -1.609 5.845  -0.10
C -3.276 -1.512 4.462  -0.14
C -2.709 -0.399 3.844  -0.38
C -2.224 0.631 4.644  -0.10
C -2.293 0.542 6.029  -0.10
As -2.685 -0.400 1.859  1.34
C -1.005 -1.394 1.763  -0.33
C -0.845 -2.769 1.784  -0.09
C 0.430 -3.316 1.705  -0.09
C 1.538 -2.484 1.596  -0.09
C 1.380 -1.106 1.559  -0.03
C 0.106 -0.554 1.642  -0.20
C -0.216 0.883 1.572  -0.20
C 0.706 1.908 1.409  -0.02
C 0.268 3.219 1.317  -0.08
C -1.089 3.515 1.377  -0.09
C -2.016 2.494 1.534  -0.13
C -1.579 1.183 1.643  -0.38
H -2.894 -0.646 7.713  0.09
H -3.774 -2.486 6.306  0.10
H -3.677 -2.317 3.854  0.09
H -1.780 1.507 4.187  0.09
H -1.909 1.353 6.637  0.10
H -1.709 -3.420 1.844  0.10
H 0.559 -4.391 1.714  0.10
H 2.531 -2.911 1.523  0.10
H 2.249 -0.466 1.453  0.10
H 1.762 1.685 1.333  0.09
H 0.988 4.018 1.178  0.09
H -1.426 4.540 1.280  0.10
H -3.076 2.718 1.545  0.10
Cl 5.439 -0.931 -0.019  0.70
C 4.662 0.574 -0.450  -0.58
C 4.632 1.579 0.497  -0.13
C 4.001 2.774 0.199  -0.11
C 3.410 2.932 -1.042  -0.12
C 3.468 1.927 -1.992  -0.56
Cl 2.764 2.269 -3.538  0.76
C 4.107 0.702 -1.736  -0.30
N 4.283 -0.315 -2.658  0.06
C 3.323 -0.712 -3.653  -0.25
C 3.684 -0.578 -4.989  -0.06
C 2.818 -0.969 -5.993  -0.09
C 1.579 -1.501 -5.657  -0.07
C 1.231 -1.657 -4.328  -0.01
C 2.099 -1.276 -3.304  -0.14
C 1.696 -1.519 -1.868  -0.03
C 0.273 -1.081 -1.632  -0.69
O -0.645 -1.953 -1.581  -0.15
O -0.022 0.142 -1.541  -0.10
H 5.089 1.408 1.461  0.10
H 3.955 3.567 0.933  0.11
H 2.894 3.847 -1.299  0.10
H 4.776 -1.100 -2.260  0.07
H 4.644 -0.135 -5.219  0.11
H 3.100 -0.849 -7.031  0.10
H 0.883 -1.796 -6.432  0.10
H 0.266 -2.074 -4.065  0.12
H 2.343 -0.995 -1.168  0.10
H 1.751 -2.587 -1.649  0.14